[1]
# C2H7N3O

A single C2H7N3O molecule at a distorted geometry (wB97M-V/def2-TZVPD, the Open Molecules 2025 dataset).

Structure (ORCA input):
```
! RIJCOSX wB97M-V def2-TZVPD def2/J DEFGRID3
* xyz 0 1
C -1.81374 0.28199 0.03012
C -0.33074 0.50358 -0.01443
N 0.14689 1.68584 0.14696
O 1.48407 1.84597 -0.16490
N 0.30060 -0.70626 -0.33467
N 1.61915 -0.82780 0.17872
H -2.40498 1.15475 0.02609
H -2.15027 -0.28904 -0.86430
H -2.07416 -0.32951 0.85267
H 1.87580 0.92375 -0.15500
H -0.26727 -1.54822 -0.35296
H 1.48986 -1.26471 1.12623
H 2.12476 -1.43034 -0.47450
*
```

Results
**Calculated total energy**: -319.81171 Eh
**HOMO level**: -8.406 eV
**Kohn-Sham gap**: 8.98 eV
**SMILES**: C/C(=N/O)NN
**LUMO energy**: 0.572 eV

[2]
# C2H7N3O

A single C2H7N3O molecule at a distorted geometry (wB97M-V/def2-TZVPD, the Open Molecules 2025 dataset).

Structure (ORCA input):
```
! RIJCOSX wB97M-V def2-TZVPD def2/J DEFGRID3
* xyz 0 1
C -2.17890 -0.94132 0.43998
N -0.96169 -0.14929 0.60866
N -0.23820 -0.08787 -0.42502
C 1.02698 0.46067 0.05577
N 1.78304 1.11775 -0.96542
O 1.86822 -0.48574 0.66775
H -2.22767 -1.44209 -0.53145
H -2.21282 -1.72666 1.20046
H -3.05414 -0.29678 0.54820
H 0.45106 1.00556 0.99131
H 1.32872 0.99492 -1.86645
H 1.79603 2.11642 -0.78073
H 2.61937 -0.56558 0.05695
*
```

Results
**Calculated total energy**: -319.83012 Eh
**HOMO level**: -9.562 eV
**Kohn-Sham gap**: 10.14 eV
**SMILES**: C/N=N/[C@H](N)O
**LUMO energy**: 0.576 eV

[3]
# C2H7N3O

A single C2H7N3O molecule at a distorted geometry (wB97M-V/def2-TZVPD, the Open Molecules 2025 dataset).

Structure (ORCA input):
```
! RIJCOSX wB97M-V def2-TZVPD def2/J DEFGRID3
* xyz 0 1
C 0.43665 0.60110 1.63980
N 0.69882 0.53081 0.15944
N 0.62294 -0.95420 -0.03882
C -0.21123 -1.30671 -0.86539
N -1.08223 -0.41487 -1.52462
O -1.04259 1.08884 -1.37422
H 1.06341 -0.19169 2.09443
H -0.60514 0.57625 1.95318
H 0.70780 1.67569 2.06320
H 1.67535 0.71157 0.01598
H -0.15316 -2.38206 -1.33481
H -1.93627 -0.88193 -1.90683
H -0.17433 0.94719 -0.88133
*
```

Results
**Calculated total energy**: -319.74512 Eh
**HOMO level**: -8.446 eV
**Kohn-Sham gap**: 9.42 eV
**SMILES**: CN/N=C\NO
**LUMO energy**: 0.976 eV

[4]
# C2H7N3O

2 unconnected molecules or ions with the total composition C2H7N3O at a distorted geometry (wB97M-V/def2-TZVPD, the Open Molecules 2025 dataset).

Structure (ORCA input):
```
! RIJCOSX wB97M-V def2-TZVPD def2/J DEFGRID3
* xyz 0 1
H 1.53980 -1.76377 -0.06617
N 0.98049 -1.28158 -0.77013
C -0.24935 -1.61321 -0.63715
N -1.11592 -1.38934 0.36272
H -0.81040 -2.07377 -1.47351
H -2.02880 -1.75278 0.24625
H -0.96525 -0.58390 0.99775
N 0.74296 1.51119 -0.35325
C 0.18204 1.93749 0.76725
O -0.66216 1.34808 1.42959
H 0.88164 0.49597 -0.60365
H 1.07608 2.21479 -0.99170
H 0.42887 2.95083 1.09200
*
```

Results
**Calculated total energy**: -319.88488 Eh
**HOMO level**: -8.687 eV
**Kohn-Sham gap**: 9.70 eV
**SMILES**: [H]/N=C\N.NC=O
**LUMO energy**: 1.017 eV

[5]
# C2H7N3O2

A molecular structure, C2H7N3O2 at a distorted geometry (wB97M-V/def2-TZVPD, the Open Molecules 2025 dataset).

Structure (ORCA input):
```
! RIJCOSX wB97M-V def2-TZVPD def2/J DEFGRID3
* xyz 0 1
C -1.00554 1.28632 0.30752
C -0.10838 0.06994 0.01274
H -0.64922 2.75646 -0.99383
H -1.09199 3.40683 0.75927
H -1.86876 1.22829 -0.36041
H -1.52887 0.78067 1.24551
H -0.56473 -0.12482 -2.14982
H 0.62441 -1.97951 -0.29570
H 0.71003 -2.19077 1.95280
N -0.43010 2.72628 0.22024
N 0.21469 -0.24049 -1.29778
N 0.07596 -0.59067 1.18688
O 0.36323 -1.73164 -1.40168
O 1.14037 -1.42842 1.04608
*
```

Results
**Calculated total energy**: -394.85367 Eh
**HOMO level**: -8.664 eV
**Kohn-Sham gap**: 8.75 eV
**LUMO energy**: 0.088 eV

[6]
# C2H7N3O2

A molecular structure, C2H7N3O2 at a distorted geometry (wB97M-V/def2-TZVPD, the Open Molecules 2025 dataset).

Structure (ORCA input):
```
! RIJCOSX wB97M-V def2-TZVPD def2/J DEFGRID3
* xyz 0 1
C -1.21268 -1.14162 -0.04954
C -0.76962 1.22820 -0.30631
H -0.60114 -2.27001 -0.22880
H -1.38907 -1.00482 1.14103
H -2.04101 -1.30697 -0.50271
H -0.29148 1.85131 -0.76167
H -1.82707 1.39084 -0.93616
H -1.07455 1.59392 0.97595
H 2.29823 0.16174 1.26182
N -0.33070 -0.08248 -0.58246
N 1.00283 -0.16770 -0.07808
N 1.92176 -0.26386 -0.91698
O 1.20438 0.06800 1.36905
O 3.11012 -0.05653 -0.38513
*
```

Results
**Calculated total energy**: -394.84775 Eh
**HOMO level**: -10.104 eV
**Kohn-Sham gap**: 10.77 eV
**LUMO energy**: 0.662 eV

[7]
# C2H7N3O2

A single C2H7N3O2 molecule at a distorted geometry (wB97M-V/def2-TZVPD, the Open Molecules 2025 dataset).

Structure (ORCA input):
```
! RIJCOSX wB97M-V def2-TZVPD def2/J DEFGRID3
* xyz 0 1
C -1.24021 0.93615 0.22157
N -0.45448 -0.19129 0.53300
C -0.90191 -1.44527 -0.03288
N 1.03550 0.09852 -0.06723
O 2.09113 -0.73543 0.20171
N 1.29939 1.29243 -0.37027
O 2.51478 1.59146 -0.50481
H -1.67869 0.94632 -0.78308
H -0.48949 1.79443 0.21315
H -1.95035 1.12109 1.02869
H -0.12816 -2.19471 0.10881
H -1.79014 -1.74543 0.52547
H -1.15567 -1.36865 -1.09544
H 2.84831 -0.09963 0.02132
*
```

Results
**Calculated total energy**: -394.94628 Eh
**HOMO level**: -9.429 eV
**Kohn-Sham gap**: 10.08 eV
**SMILES**: CN(C)N(O)N=O
**LUMO energy**: 0.654 eV

[8]
# C2H7N3P

A gas-phase ion, C2H7N3P (charge +1) at a distorted geometry (wB97M-V/def2-TZVPD, the Open Molecules 2025 dataset).

Structure (ORCA input):
```
! RIJCOSX wB97M-V def2-TZVPD def2/J DEFGRID3
* xyz 1 1
N -1.55566 1.47759 -0.30551
P -1.73515 0.10527 0.25226
C -0.39236 -1.23101 0.22559
C 0.88393 -0.65766 -0.48395
N 1.59271 0.32802 0.26515
N 1.20815 1.54305 0.27699
H -3.09511 -0.47080 0.75042
H -0.73045 -2.02384 -0.47017
H -0.14744 -1.44274 1.31767
H 1.50252 -1.50085 -0.78456
H 0.36395 -0.05731 -1.41203
H 0.26527 1.74613 -0.23557
H 1.83964 2.18413 0.60369
*
```

Results
**Calculated total energy**: -585.58674 Eh
**HOMO level**: -14.161 eV
**Kohn-Sham gap**: 7.73 eV
**SMILES**: N#[PH]CCN=[NH2+]
**LUMO energy**: -6.432 eV

[9]
# C2H7N3S

A single C2H7N3S molecule at a distorted geometry (wB97M-V/def2-TZVPD, the Open Molecules 2025 dataset).

Structure (ORCA input):
```
! RIJCOSX wB97M-V def2-TZVPD def2/J DEFGRID3
* xyz 0 1
H -2.10900 -0.01203 -0.90705
N -1.53797 0.53130 -0.28123
C -0.42367 0.01109 -0.03284
C -0.03566 -1.42743 -0.42380
S 1.64675 -1.63106 -1.04516
N 0.53849 0.67581 0.66934
N 0.28332 1.91222 1.18118
H -0.01348 -2.09067 0.53377
H -0.78022 -1.81651 -1.10941
H 1.51240 -0.75218 -2.05095
H 1.41188 0.23705 0.85799
H -0.27719 2.47092 0.55550
H -0.21567 1.89150 2.05266
*
```

Results
**Calculated total energy**: -642.81980 Eh
**HOMO level**: -8.773 eV
**Kohn-Sham gap**: 9.59 eV
**SMILES**: [H]/N=C(\CS)NN
**LUMO energy**: 0.818 eV

[10]
# C2H7N3S

A molecular structure, C2H7N3S at a distorted geometry (wB97M-V/def2-TZVPD, the Open Molecules 2025 dataset).

Structure (ORCA input):
```
! RIJCOSX wB97M-V def2-TZVPD def2/J DEFGRID3
* xyz 0 1
C -0.61062 0.41253 -0.28255
C 0.47209 1.46996 -0.11091
N -0.67071 -1.02449 0.94779
N -0.20333 -2.11817 0.21505
N 0.68563 -1.66064 -0.72831
S -0.26255 -0.58307 -1.69742
H -1.71658 0.81418 -0.24191
H 0.35534 2.17113 -0.90336
H 1.52146 0.97944 -0.07343
H 0.28966 2.05949 0.79182
H -0.04605 -0.78486 1.74451
H -1.09212 -2.52964 -0.05226
H 1.11045 -2.27871 -1.38888
*
```

Results
**Calculated total energy**: -642.71712 Eh
**HOMO level**: -8.534 eV
**Kohn-Sham gap**: 9.33 eV
**LUMO energy**: 0.796 eV